Entry 1:
Computed, not measured: 5 unconnected molecules or ions with the total composition C9H27BN3O7 in a non-equilibrium geometry, with wB97M-V/def2-TZVPD.

CARTESIAN COORDINATES (ANGSTROEM)
1 N -1.76 3.12 2.11
2 C -2.31 2.23 2.58
3 O -2.88 1.20 3.11
4 C -2.03 0.01 3.12
5 C -0.85 0.30 4.05
6 N 0.36 -0.56 3.77
7 C 0.60 -0.89 2.30
8 C -0.34 -0.11 1.42
9 B -0.16 -0.59 -0.12
10 N -0.70 -1.85 -0.47
11 O 0.57 0.19 -0.98
12 O -1.69 -0.38 1.85
13 H -2.69 -0.76 3.54
14 H -0.53 1.35 4.02
15 H -1.17 0.10 5.08
16 H 1.19 -0.07 4.11
17 H 0.31 -1.42 4.33
18 H 0.54 -1.98 2.15
19 H 1.63 -0.58 2.05
20 H -0.12 0.97 1.50
21 H -0.50 -2.12 -1.44
22 H -1.71 -1.93 -0.35
23 H 0.96 0.96 -0.56
24 C 0.99 0.48 -4.45
25 O 1.46 -0.61 -3.67
26 H 1.57 0.49 -5.37
27 H -0.07 0.37 -4.71
28 H 1.12 1.43 -3.93
29 H 0.94 -0.63 -2.85
30 C -2.34 2.73 -1.71
31 O -1.38 2.03 -0.92
32 H -2.29 2.31 -2.71
33 H -3.35 2.60 -1.33
34 H -2.11 3.80 -1.77
35 H -1.41 2.39 -0.03
36 C -1.06 -3.85 -3.73
37 O -0.29 -2.73 -3.30
38 H -1.86 -3.99 -3.01
39 H -1.51 -3.66 -4.71
40 H -0.47 -4.76 -3.77
41 H 0.43 -2.55 -3.91
42 C 4.37 1.02 1.19
43 O 3.15 1.46 1.80
44 H 4.14 0.76 0.16
45 H 5.12 1.82 1.19
46 H 4.79 0.15 1.70
47 H 3.36 1.73 2.70

LUMO level, Eh: -0.13306
HOMO-LUMO gap, eV: 8.39
Calculated total energy, eV: -29243.169
Net charge: +1


Entry 2:
Computed, not measured: a molecular structure, C9H27ClI2IrP3 in a non-equilibrium geometry, with wB97M-V/def2-TZVPD.

CARTESIAN COORDINATES (ANGSTROEM)
1 I 0.30 1.91 -5.41
2 I -0.29 3.78 -3.52
3 Ir -0.08 -0.35 -0.35
4 P -2.31 -0.15 -0.77
5 C -3.21 0.96 0.35
6 C -2.91 0.21 -2.45
7 H -4.00 0.06 -2.44
8 H -4.00 -1.82 -0.54
9 H -2.45 -0.47 -3.17
10 H -2.45 -2.55 -1.05
11 H -2.97 2.00 0.10
12 H -2.67 1.25 -2.71
13 C -2.92 -1.83 -0.38
14 H -4.28 0.79 0.16
15 H -2.71 -2.08 0.66
16 H -2.99 0.75 1.40
17 P 2.28 -0.13 -0.75
18 C 3.25 0.98 0.34
19 C 3.00 -1.79 -0.40
20 H 2.52 -0.43 -3.16
21 H 4.05 0.10 -2.42
22 H 2.72 1.27 -2.70
23 C 2.96 0.24 -2.42
24 H 2.55 -2.52 -1.07
25 H 4.08 -1.76 -0.57
26 H 4.32 0.82 0.17
27 H 3.04 0.80 1.40
28 H 2.82 -2.10 0.63
29 H 3.01 2.02 0.09
30 Cl 0.06 -1.60 -2.28
31 C -1.28 -0.17 3.28
32 P -0.25 -0.01 1.75
33 C 0.09 1.77 1.92
34 C 1.01 -1.24 2.29
35 H -2.11 0.53 3.38
36 H -0.58 0.06 4.10
37 H -1.62 -1.19 3.48
38 H 0.32 1.96 2.96
39 H 0.88 2.12 1.24
40 H -0.83 2.32 1.69
41 H 0.88 -1.36 3.37
42 H 0.76 -2.19 1.83
43 H 2.03 -0.98 1.98

2S+1: 5
LUMO level (spin up / spin down), Eh: -0.21293 / -0.42187
HOMO-LUMO gap (spin up / spin down), eV: 8.14 / 2.36
Calculated total energy, eV: -69183.687
Expectation value of S²: 6.019
Net charge: +2